ORCA calculation (ωB97M-V with the def2-TZVPD basis set) on one molecule with the formula C17H33N3O3S.

Results
Energy in eV: -39613.3584
Energy above the lowest of the compared OMol25 structures with the same formula, charge and spin in kJ/mol: 10.85
Orbital gap in eV: 8.119
2S+1: 1
SMILES: CCCS(=O)(=O)N1CCC[C@H](C(=O)NCCN2CCCC[C@H]2C)C1

```
57
Properties=species:S:1:pos:R:3:mulliken_charge:R:1
H -0.70 1.05 -0.26 0.23
H 4.36 2.80 -1.25 0.30
N 2.64 -0.82 -0.19 0.31
H 1.93 -3.42 1.83 0.40
H 4.72 1.01 1.19 0.39
C 1.78 -2.78 0.96 0.65
H -4.25 -1.09 0.85 0.28
S 2.73 0.82 -0.09 1.48
H 0.94 -2.32 -1.64 0.14
H -2.01 -1.42 1.01 0.38
C -5.25 0.80 0.88 -0.82
H -3.70 2.64 -0.48 0.41
H 3.04 -4.05 -0.26 0.43
C 1.96 -2.70 -1.55 -0.51
N 0.01 -1.08 1.17 0.18
H -3.31 -1.01 -1.34 0.42
H -5.89 0.51 1.71 0.38
H -5.60 -0.99 -0.27 0.41
C -4.06 1.61 1.37 -0.33
H 3.96 -1.87 -1.43 0.33
C -1.45 0.25 -0.29 -0.92
H 0.74 -0.37 1.18 0.01
H -5.86 1.42 0.21 0.29
H -4.39 2.53 1.85 0.40
C -4.53 0.51 -2.20 -1.64
H 2.20 -3.27 -2.45 0.41
H -1.55 0.07 1.88 0.07
H 5.04 0.51 -0.50 0.35
O 2.31 1.36 -1.35 -0.72
O -0.56 -3.23 0.80 -0.71
H 3.04 3.42 0.77 0.32
H -3.82 0.79 -2.97 0.37
H 1.31 -4.39 -0.38 0.48
C 4.50 1.21 0.14 -0.88
C 4.11 3.62 0.72 -1.07
C 4.77 2.65 -0.25 -0.43
H 4.52 3.50 1.72 0.28
H -1.17 -0.42 -1.12 0.32
C 2.78 -1.62 1.00 -1.68
C -3.15 1.96 0.19 -1.01
N -2.72 0.83 -0.60 0.30
C 0.30 -2.37 0.96 0.17
H 3.80 -2.03 1.07 0.52
H 2.62 -0.97 1.87 0.56
O 2.00 1.19 1.09 -0.77
C 2.91 -1.51 -1.42 -0.94
H 5.84 2.83 -0.28 0.38
H -5.09 1.40 -1.93 0.32
H -5.23 -0.22 -2.61 0.43
C 2.05 -3.60 -0.31 -1.19
H 2.77 -0.80 -2.23 0.47
H -2.26 2.49 0.54 0.42
H 4.26 4.64 0.40 0.36
C -3.79 -0.08 -1.00 0.13
C -1.33 -0.56 1.02 -0.34
H -3.51 1.02 2.11 0.17
C -4.76 -0.44 0.14 -0.67
```